Entry from the OMol25 dataset: a structure of composition C3H7NS2 (ωB97M-V with the def2-TZVPD basis set).

```
13
Properties=species:S:1:pos:R:3:forces:R:3:nbo_charge:R:1
C -0.299 1.376 0.442 -2.80 0.77 -1.55 -0.506
C 1.009 1.223 0.947 2.56 -1.39 1.07 -0.281
C -0.959 0.401 -0.649 1.65 -0.34 0.38 -0.525
N -0.081 -1.960 -0.752 1.03 -0.65 -0.60 -0.835
S -1.166 -1.221 0.160 -0.52 0.65 0.03 0.526
S 0.733 -3.284 -0.155 -1.96 -0.05 2.36 0.272
H -0.989 1.346 1.311 0.08 0.24 -0.67 0.210
H -0.394 2.377 -0.045 -0.10 -0.31 0.32 0.222
H 1.089 0.936 2.016 0.37 0.29 -0.91 0.179
H 1.894 1.100 0.298 -0.58 0.20 0.48 0.176
H -1.943 0.786 -0.777 -0.71 0.38 -0.60 0.214
H -0.390 0.209 -1.654 -1.04 0.53 2.06 0.257
H 1.494 -3.290 -1.143 2.04 -0.33 -2.37 0.089
```
Forces are in eV/Å.

Properties
- HOMO-LUMO gap (spin up / spin down) (eV) = 7.99 / 7.57
- E_tot (hartree) = -969.47397
- E_LUMO (spin up / spin down) (eV) = -0.165 / 0.136
- E_HOMO (spin up / spin down) (eV) = -8.16 / -7.43